Entry 1:
The following is a quantum chemistry calculation of a 3-piece molecular cluster, C19H37N3O4S overall, from the Open Molecules 2025 dataset.

* orbital gap: 7.410 eV
* E_HOMO: -8.1 eV
* LUMO level: -0.72 eV
* structure (SMILES): O=S1(=O)OC[C@@H](c2ccccn2)O1.CCN(CC)CC.CCN(CC)CC

CARTESIAN COORDINATES (ANGSTROEM)
O  4.0105  1.6967  -1.9253
S  3.4049  2.3353  -0.6533
O  4.2119  3.6420  -0.4692
O  3.3253  1.1915  0.6183
C  2.0129  0.4644  0.6102
C  1.1919  1.2594  -0.5642
C  -0.4743  1.0910  -0.6246
C  -1.2771  2.1258  0.3384
C  -2.9461  2.0227  0.2656
C  -3.4176  0.8400  -0.8023
C  -2.4301  -0.1232  -1.6657
N  -0.9495  0.0243  -1.5480
O  1.6965  2.6369  -0.6679
H  2.3426  -0.6247  0.2597
H  1.6958  0.5642  1.7324
H  1.5926  0.7491  -1.5443
H  -0.7370  2.9388  1.0240
H  -3.6725  2.7066  0.8754
H  -4.5867  0.6813  -0.9462
H  -2.8755  -0.9249  -2.4086
C  -1.6834  -3.8599  -2.9345
C  -2.4103  -5.1447  -3.3201
N  -3.7825  -4.9350  -3.7887
C  -4.5572  -6.1759  -3.8871
C  -4.0999  -7.2145  -4.9073
C  -3.9536  -4.0043  -4.9064
C  -3.2110  -4.3126  -6.2023
H  -2.2456  -3.2956  -2.1830
H  -0.7039  -4.1011  -2.5090
H  -1.5101  -3.2125  -3.7998
H  -2.4369  -5.7739  -2.4218
H  -1.8085  -5.6825  -4.0616
H  -5.6096  -5.9343  -4.0793
H  -4.5596  -6.6542  -2.8981
H  -4.3533  -6.9162  -5.9250
H  -4.6089  -8.1647  -4.7160
H  -3.0248  -7.4043  -4.8572
H  -3.6500  -3.0054  -4.5707
H  -5.0222  -3.8940  -5.1310
H  -2.1766  -4.6216  -6.0326
H  -3.1832  -3.4160  -6.8305
H  -3.7164  -5.0878  -6.7812
C  0.7388  4.4004  4.4053
C  1.9476  4.2475  5.3237
N  2.9056  3.2305  4.8829
C  3.9055  2.8961  5.9017
C  4.8797  3.9930  6.3216
C  3.4278  3.3744  3.5222
C  4.1494  4.6727  3.1763
H  0.2220  3.4449  4.2666
H  0.0263  5.1063  4.8442
H  1.0189  4.7919  3.4224
H  1.5605  3.9630  6.3100
H  2.4255  5.2264  5.4450
H  4.4808  2.0215  5.5746
H  3.3736  2.5563  6.8011
H  5.6404  4.1673  5.5600
H  5.4035  3.6884  7.2334
H  4.3767  4.9394  6.5348
H  2.5944  3.2519  2.8201
H  4.0919  2.5310  3.2936
H  3.6290  5.5575  3.5510
H  4.2197  4.7737  2.0881
H  5.1713  4.6799  3.5603



Entry 2:
The following is a quantum chemistry calculation of C19H37N3O5PPtSi as an isolated structure, from the Open Molecules 2025 dataset.

* orbital gap: 8.728 eV
* net charge: +1
* E_HOMO: -11.8 eV
* LUMO level: -3.05 eV

CARTESIAN COORDINATES (ANGSTROEM)
Pt  -0.3399  1.0223  1.2436
O  1.8156  1.0932  -0.1867
C  2.3502  0.0975  -0.6641
C  1.6207  -0.8567  -1.5640
C  2.2344  -0.6420  -2.9769
C  2.8630  0.7477  -3.2351
C  4.3088  0.9383  -2.7324
C  4.4677  1.0172  -1.2123
N  3.7077  -0.0865  -0.5948
H  0.5584  -0.6202  -1.5299
H  1.7469  -1.8920  -1.2409
H  1.4520  -0.8211  -3.7147
H  2.9972  -1.4028  -3.1600
H  2.2179  1.5330  -2.8260
H  2.8741  0.9045  -4.3143
H  4.7310  1.8417  -3.1780
H  4.9127  0.1047  -3.1071
H  4.0724  1.9479  -0.8102
H  5.5126  0.9446  -0.9169
H  3.9867  -0.9750  -0.9927
C  -3.2465  -1.4889  -1.0677
O  -2.1229  -0.9440  -0.3361
P  -2.1994  0.4906  0.3347
O  -2.6350  1.5046  -0.8198
C  -1.7523  1.7174  -1.9384
O  -3.5728  0.5559  1.1179
C  -3.7425  -0.1941  2.3369
H  -2.8928  -1.7610  -2.0587
H  -4.0568  -0.7667  -1.1479
H  -3.5893  -2.3772  -0.5434
H  -1.9033  0.9293  -2.6757
H  -0.7090  1.7289  -1.6174
H  -2.0208  2.6781  -2.3687
H  -4.6940  0.1168  2.7552
H  -2.9352  0.0319  3.0288
H  -3.7657  -1.2620  2.1194
C  -0.8853  0.0461  4.8218
Si  0.5158  -0.5542  3.7362
C  1.8653  0.7512  3.7257
C  1.1351  -2.1822  4.4140
C  0.0394  -0.8417  1.9196
H  -0.5009  0.1944  5.8339
H  -1.6919  -0.6864  4.8939
H  -1.3023  0.9975  4.4849
H  2.2495  0.9294  4.7322
H  1.4972  1.7188  3.3584
H  2.7051  0.4512  3.0950
H  1.3651  -2.0923  5.4784
H  2.0405  -2.5175  3.9050
H  0.3779  -2.9609  4.3025
H  0.9227  -1.1482  1.3434
H  -0.7007  -1.6364  1.8156
N  -4.2711  4.8506  0.5096
C  -3.2140  5.7021  0.4386
O  -3.3156  6.9081  0.4240
C  -1.8616  5.0446  0.3822
C  -0.8098  5.7057  -0.2396
C  0.4269  5.0881  -0.2994
C  0.5722  3.8227  0.2420
N  -0.4361  3.1872  0.8549
C  -1.6202  3.8071  0.9442
H  -5.1919  5.2576  0.4961
H  -4.1769  3.8723  0.2950
H  -0.9808  6.6908  -0.6544
H  1.2736  5.5691  -0.7677
H  1.5101  3.2878  0.1880
H  -2.3891  3.2858  1.4993



Entry 3:
The following is a quantum chemistry calculation of a 2-piece molecular cluster, C19H38BClF4N4S overall, from the Open Molecules 2025 dataset.

* orbital gap: 7.285 eV
* E_HOMO: -8.8 eV
* LUMO level: -1.49 eV

CARTESIAN COORDINATES (ANGSTROEM)
C  5.3792  -1.3257  -0.8606
C  4.3915  -0.7715  0.1258
C  3.4041  0.1855  -0.4951
C  3.9404  1.5705  -0.7208
C  2.8552  2.5305  -1.1697
C  2.1464  3.2885  -0.0554
C  0.6700  2.9065  0.1266
C  -0.3358  3.9195  -0.4035
C  -1.6046  4.0677  0.4234
C  -2.6332  2.9903  0.1033
C  -3.4487  2.5293  1.3000
C  -4.7591  1.8221  0.9408
C  -4.7333  0.3077  1.0934
C  -3.4556  -0.3360  0.5690
C  -3.6717  -1.4760  -0.3012
N  -4.1917  -1.3872  -1.5284
C  -4.1663  -2.6015  -2.0401
N  -4.5893  -2.9226  -3.2770
S  -4.5303  -4.4930  -3.9023
N  -3.6410  -3.4941  -1.1615
N  -3.3375  -2.7633  -0.0349
C  -2.7378  -3.3630  1.1510
C  -1.2593  -3.6625  1.0146
C  -0.5278  -3.4131  2.2930
Cl  -0.7828  -1.7634  2.8419
H  5.9221  -0.5152  -1.3010
H  4.8806  -1.8839  -1.6352
H  6.0805  -1.9560  -0.3520
H  4.9574  -0.2271  0.8628
H  3.8866  -1.5643  0.6526
H  3.0858  -0.2229  -1.4446
H  2.5229  0.2535  0.1204
H  4.7150  1.5248  -1.4611
H  4.3556  1.9128  0.2081
H  3.3112  3.2458  -1.8300
H  2.1313  1.9956  -1.7646
H  2.6559  3.1241  0.8741
H  2.2162  4.3441  -0.2429
H  0.5264  1.9832  -0.4037
H  0.4561  2.7007  1.1612
H  -0.6439  3.5683  -1.3727
H  0.1379  4.8701  -0.5744
H  -1.3647  4.0183  1.4704
H  -2.0198  5.0327  0.1902
H  -2.0830  2.1658  -0.3083
H  -3.3152  3.3388  -0.6539
H  -3.6681  3.3877  1.9045
H  -2.8617  1.8703  1.9233
H  -5.5341  2.1681  1.5983
H  -5.0755  2.0853  -0.0537
H  -5.5762  -0.1089  0.5729
H  -4.8670  0.0617  2.1305
H  -2.9365  0.3715  -0.0387
H  -2.7855  -0.5763  1.3660
H  -4.9110  -2.1847  -3.8692
H  -5.5486  -4.9785  -3.1903
H  -3.4933  -4.4828  -1.2621
H  -3.3048  -4.2375  1.4046
H  -2.8628  -2.6193  1.9051
H  -1.1119  -4.6841  0.7130
H  -0.8579  -3.0310  0.2442
H  0.5203  -3.5448  2.1435
H  -0.8339  -4.0902  3.0687
B  8.9937  -1.0915  0.2441
F  7.9200  -0.3935  0.8439
F  8.4606  -2.1126  -0.5675
F  9.7379  -0.2081  -0.5444
F  9.8004  -1.6551  1.2355



Entry 4:
The following is a quantum chemistry calculation of a 6-piece molecular cluster, C19H38Cl12IO5PS2Si overall, from the Open Molecules 2025 dataset.

* orbital gap: 8.179 eV
* E_HOMO: -8.2 eV
* LUMO level: 0.01 eV

CARTESIAN COORDINATES (ANGSTROEM)
C  -0.9360  5.2905  1.4413
C  -1.0737  4.0798  0.3647
C  -0.0865  2.9258  0.9233
O  -0.3126  1.6319  0.3027
C  0.3911  0.6772  1.1125
O  1.5230  0.9631  1.5900
C  -0.1623  -0.7941  1.4208
S  -1.8875  -0.8032  2.1566
Si  -1.7974  -0.5469  4.3032
P  -3.3567  0.9838  4.8226
O  -2.6006  2.2670  5.6724
I  -4.2246  1.8287  2.6407
O  -2.4459  3.6202  0.2255
C  -3.3413  4.6944  -0.0321
O  -3.1904  5.4179  -1.0551
C  -4.6093  5.0345  0.8942
S  -4.1745  5.7063  2.5726
H  0.1865  5.3334  1.6898
H  -1.4503  4.9177  2.3947
H  -1.3517  6.2727  1.0495
H  -0.7001  4.4992  -0.6336
H  0.9729  3.3346  0.7988
H  -0.2830  2.8359  2.0537
H  0.5659  -1.3578  2.0869
H  -0.2732  -1.3355  0.4075
H  -0.4668  -0.1496  4.7825
H  -2.1675  -1.7847  4.9844
H  -1.9752  2.7542  5.0785
H  -5.2442  4.0720  1.0625
H  -5.2367  5.8237  0.3654
H  -3.1241  6.6294  2.4526
Cl  0.1042  -2.1979  4.7071
C  1.6238  -2.4174  5.6162
C  2.7039  -3.0523  4.7658
Cl  2.3414  -4.7497  4.3681
H  1.4048  -3.0132  6.5037
H  1.9449  -1.4257  5.9435
H  3.6528  -3.0502  5.3061
H  2.8450  -2.5094  3.8296
Cl  2.4626  -0.0452  -2.3292
C  1.3138  1.2534  -1.9163
C  1.2014  2.2856  -3.0180
Cl  2.6917  3.2465  -3.1938
H  1.6347  1.7026  -0.9746
H  0.3442  0.7792  -1.7532
H  0.3975  2.9878  -2.7887
H  0.9826  1.8222  -3.9819
Cl  1.9286  1.5206  -7.0675
C  3.4387  1.0799  -6.2304
C  4.6289  1.0660  -7.1672
Cl  4.5422  -0.2668  -8.3473
H  3.2906  0.1086  -5.7545
H  3.5937  1.8227  -5.4453
H  5.5482  0.9228  -6.5959
H  4.7151  2.0024  -7.7207
Cl  0.2410  -3.8991  -1.6019
C  1.3155  -4.5822  -2.8469
C  2.1345  -3.5104  -3.5346
Cl  1.1301  -2.4452  -4.5484
H  0.7019  -5.1388  -3.5573
H  1.9775  -5.2893  -2.3432
H  2.8727  -3.9713  -4.1940
H  2.6658  -2.8876  -2.8128
Cl  -5.6805  2.9837  -0.3906
C  -6.1514  1.9425  -1.7595
C  -5.9590  0.4716  -1.4507
Cl  -4.2375  0.0333  -1.3169
H  -5.5719  2.2491  -2.6322
H  -7.2048  2.1442  -1.9633
H  -6.3785  -0.1344  -2.2561
H  -6.4534  0.1888  -0.5197
Cl  2.0904  -7.6923  3.2147
C  3.1613  -8.4305  2.0003
C  4.0046  -7.3883  1.2964
Cl  3.0208  -6.3300  0.2541
H  2.5435  -8.9927  1.2979
H  3.8054  -9.1377  2.5264
H  4.7408  -7.8749  0.6535
H  4.5399  -6.7581  2.0084



Entry 5:
The following is a quantum chemistry calculation of a 2-piece molecular cluster, C19H38ClNO5 overall, from the Open Molecules 2025 dataset.

* orbital gap: 5.633 eV
* net charge: -1
* spin multiplicity: 2
* E_HOMO: -3.6 eV
* LUMO level: 2.02 eV

CARTESIAN COORDINATES (ANGSTROEM)
C  4.1932  -2.1414  0.8507
C  3.2979  -2.5205  -0.3492
C  2.3917  -3.7077  0.0657
C  2.5439  -1.3072  -0.9320
C  3.5648  -0.5678  -1.8597
C  1.3749  -1.7027  -1.8644
O  0.1126  -1.9137  -1.2527
C  -0.5671  -0.7857  -0.7056
C  -0.0987  0.5682  -1.2538
O  -1.0180  1.6034  -0.9357
C  -0.3606  2.8218  -0.7301
O  -1.3378  3.7339  -0.3314
C  -0.9761  5.0661  -0.6763
C  0.2386  5.5727  0.1250
O  1.3792  5.6821  -0.7431
C  -2.0595  -0.9381  -1.1283
C  -3.1718  -0.7468  -0.0689
C  -3.8691  0.6274  -0.2024
C  -4.2988  -1.7496  -0.4408
N  -2.7822  -1.0854  1.3210
O  -2.8960  -2.3350  1.5969
C  -1.5045  -0.5040  1.7788
C  -1.6223  1.0040  2.1547
C  -1.1616  -1.2073  3.1209
C  -0.3092  -0.7879  0.8393
H  4.9914  -2.8590  0.9503
H  3.5806  -2.1562  1.7473
H  4.5858  -1.1230  0.7208
H  3.9298  -2.8933  -1.1677
H  1.3751  -3.3899  0.2962
H  2.3169  -4.4010  -0.7826
H  2.8504  -4.2821  0.8723
H  2.2588  -0.5731  -0.1756
H  3.4336  -0.8470  -2.9067
H  3.3990  0.5144  -1.7737
H  4.5777  -0.7424  -1.4982
H  1.6663  -2.6824  -2.2600
H  1.3351  -1.0665  -2.7573
H  -0.0141  0.5199  -2.3510
H  0.8986  0.8576  -0.9018
H  0.1472  3.1203  -1.6634
H  0.3793  2.7018  0.0828
H  -0.7634  5.0842  -1.7515
H  -1.8191  5.7403  -0.5152
H  0.0035  6.5521  0.5461
H  0.4992  4.8906  0.9363
H  1.9787  4.9648  -0.5249
H  -2.2222  -0.2391  -1.9522
H  -2.1844  -1.9304  -1.5627
H  -4.0502  0.7552  -1.2728
H  -4.8403  0.6050  0.2945
H  -3.2416  1.4634  0.0955
H  -4.7769  -1.3821  -1.3558
H  -5.0453  -1.7839  0.3518
H  -3.9033  -2.7345  -0.6796
H  -2.6588  1.3414  2.1242
H  -0.9792  1.6409  1.5532
H  -1.3114  1.1383  3.1922
H  -0.7872  -2.2169  2.9717
H  -0.3728  -0.6387  3.6204
H  -2.0299  -1.1823  3.7825
H  0.0846  -1.7691  1.1041
H  0.4683  -0.0609  1.0855
Cl  5.1768  -3.6149  3.1468



Entry 6:
The following is a quantum chemistry calculation of C19H38MoNO3P3 as an isolated structure, from the Open Molecules 2025 dataset.

* orbital gap (spin up / spin down): 3.430 / 3.456 eV
* net charge: +4
* spin multiplicity: 3
* E_HOMO (spin up / spin down): -18.1 / -18.1 eV
* LUMO level (spin up / spin down): -14.68 / -14.67 eV

CARTESIAN COORDINATES (ANGSTROEM)
P  3.6472  -0.2619  0.6718
C  4.1961  -0.4431  2.3589
H  5.2554  -0.7416  2.3765
H  3.6089  -1.2186  2.8695
H  4.0916  0.5130  2.8903
C  3.3211  -1.8585  -0.0759
H  3.0239  -1.7451  -1.1290
H  2.5261  -2.3693  0.4852
H  4.2382  -2.4706  -0.0380
C  4.7889  0.7090  -0.3084
H  5.7682  0.2075  -0.3542
H  4.9280  1.6965  0.1537
H  4.4117  0.8309  -1.3336
P  -1.1102  3.7054  -0.5955
C  -0.8322  3.7901  1.1835
H  -1.3653  4.6971  1.5030
H  0.2569  3.8195  1.3558
H  -1.2228  2.8545  1.6259
C  -0.1845  5.0383  -1.4073
H  -0.2175  4.8699  -2.4993
H  0.8672  4.9683  -1.0834
H  -0.6896  5.9631  -1.0995
C  -2.8705  3.9753  -0.9426
H  -3.0420  5.0317  -0.6953
H  -3.4524  3.2646  -0.3314
H  -3.0514  3.7434  -2.0085
P  -2.8350  -2.2238  0.6127
C  -3.4046  -2.3413  2.2911
H  -3.9936  -3.2748  2.3533
H  -4.0397  -1.4718  2.5276
H  -2.5462  -2.3815  2.9821
C  -4.1781  -2.1986  -0.5642
H  -4.6860  -3.1747  -0.4871
H  -3.8243  -2.0496  -1.5952
H  -4.8870  -1.3974  -0.3111
C  -1.6547  -3.5043  0.2177
H  -2.1581  -4.4635  0.4285
H  -0.7519  -3.4092  0.8374
H  -1.3669  -3.4705  -0.8435
Mo  -0.0788  0.4603  -2.5896
C  2.0394  0.6553  0.7199
O  1.0390  1.1648  1.0427
C  -1.9547  -0.6027  0.5111
O  -1.4454  0.3867  0.8581
C  -1.4234  0.2121  -4.1215
C  -0.7835  -1.0142  -3.8151
C  0.6372  -1.0740  -3.7312
C  1.4115  0.1083  -3.9494
C  0.7564  1.3389  -4.2566
C  -0.6624  1.3844  -4.3408
H  -2.5027  0.3192  -4.0510
H  -1.4117  -1.8194  -3.4284
H  1.0988  -1.9217  -3.2220
H  2.4517  0.1666  -3.6469
H  1.2912  2.2763  -4.2653
H  -1.1644  2.3340  -4.4614
C  0.1786  -0.9132  4.0820
C  0.5787  -2.1213  3.2904
N  0.7467  -3.2633  4.0005
O  0.7353  -2.1005  2.0541
H  0.2552  -1.0865  5.1627
H  -0.8541  -0.6406  3.8282
H  0.8205  -0.0742  3.7950
H  1.0485  -4.0935  3.5110
H  0.6272  -3.2899  5.0022



Entry 7:
The following is a quantum chemistry calculation of C19H38N4OP2SiSn as an isolated structure, from the Open Molecules 2025 dataset.

* orbital gap: 5.262 eV
* E_HOMO: -5.2 eV
* LUMO level: 0.05 eV

CARTESIAN COORDINATES (ANGSTROEM)
Sn  -0.5696  0.6315  -0.2167
Si  0.7418  2.3077  1.3242
P  -2.0229  2.6433  -1.0726
N  0.6470  0.7605  -1.8280
H  -2.0723  -0.3980  -0.0443
C  -3.4679  2.2002  -2.0745
H  -3.9374  3.1159  -2.4623
H  -4.1925  1.6472  -1.4614
H  -3.1564  1.5676  -2.9168
C  -2.6390  3.7800  0.2047
H  -3.2442  4.5563  -0.2849
H  -1.8075  4.2516  0.7438
H  -3.2592  3.2296  0.9252
C  -0.9700  3.6486  -2.1699
H  -1.5758  4.4640  -2.5927
H  -0.5761  3.0212  -2.9797
H  -0.1203  4.0678  -1.6176
C  0.0781  2.8401  3.0070
H  -0.0270  1.9716  3.6708
H  -0.8876  3.3546  2.9191
H  0.8084  3.5330  3.4501
H  2.0547  1.6458  1.5952
H  0.9408  3.5836  0.5654
C  1.6906  0.8669  -2.6097
C  2.8639  0.0618  -4.6165
C  1.7729  0.0168  -3.7712
C  2.7824  1.7903  -2.3837
C  3.8608  1.8243  -3.2508
C  3.9094  0.9689  -4.3650
H  2.9003  -0.6100  -5.4743
H  0.9319  -0.6633  -3.9403
H  2.7195  2.4347  -1.5021
H  4.6783  2.5235  -3.0624
H  4.7630  1.0068  -5.0413
C  -2.9582  0.3035  2.5573
O  -1.9991  0.9415  2.0928
C  -3.3287  -1.0983  2.1901
H  -4.3908  -1.2692  2.3970
H  -2.7566  -1.8096  2.8015
H  -3.1381  -1.3016  1.1312
C  -3.8037  0.9066  3.6453
H  -4.8579  0.9031  3.3316
H  -3.4823  1.9272  3.8671
H  -3.6969  0.2990  4.5555
C  1.3561  -4.4270  1.9240
N  0.2514  -4.2300  0.9575
C  0.7571  -4.4162  -0.4206
N  1.9155  -3.5471  -0.7236
C  2.9806  -3.7459  0.2832
N  2.5013  -3.5291  1.6661
C  2.1592  -2.1219  1.9168
P  0.7915  -1.5342  0.7903
C  -0.3982  -2.9309  1.1346
C  1.5368  -2.1382  -0.8259
H  1.7088  -5.4668  1.8296
H  0.9795  -4.2291  2.9364
H  -0.0534  -4.1951  -1.1290
H  1.0855  -5.4627  -0.5195
H  3.7934  -3.0375  0.0731
H  3.3327  -4.7865  0.2007
H  1.8385  -1.9951  2.9610
H  3.0429  -1.4901  1.7525
H  -1.2672  -2.8261  0.4691
H  -0.7463  -2.8251  2.1742
H  2.4203  -1.5217  -1.0522
H  0.8083  -1.9902  -1.6346



no.,strongest force on any atom (eV Å⁻¹)
1,6.34
2,0.43
3,2.05
4,4.66
5,2.14
6,7.20
7,4.10